Molecular formula: C9H13NO2
Method: DFT, ωB97M-V/def2-TZVPD

Positions of all 25 atoms, in Å:
C  -2.10912  -1.34052  0.19776
C  2.15991  -0.96554  0.47037
C  1.59138  -1.69633  -0.74716
C  1.32396  0.31911  0.67691
C  0.42461  -0.96506  -1.32051
C  -1.19242  -0.35050  0.59559
C  0.08183  0.03787  -0.18676
C  -0.91839  1.08420  -0.45157
C  -0.86479  2.39551  0.28060
N  -2.84196  -2.21439  0.16331
O  -1.23702  -0.08230  2.00468
O  -1.65171  1.02641  -1.65478
H  2.30427  -1.59195  1.42086
H  3.20116  -0.73334  0.26671
H  2.31436  -1.70738  -1.57770
H  1.34671  -2.82081  -0.58163
H  1.02847  0.40299  1.74119
H  1.74251  1.24410  0.28151
H  0.69118  -0.30996  -2.06881
H  -0.42685  -1.59390  -1.57727
H  -0.52947  2.25506  1.46856
H  -1.81103  2.93777  0.09955
H  -0.01293  3.01779  -0.20397
H  -2.16270  -0.02481  2.24080
H  -2.45195  1.67597  -1.53824

DFT total energy: -15125.941 eV
ΔE to the lowest compared entry with this formula, charge and spin: 3.692 eV
LUMO level: 0.017 hartree